Below is 2 unconnected molecules or ions with the total composition CH3FO4S in a non-equilibrium geometry, with properties calculated with the ωB97M-V functional and the def2-TZVPD basis.

The HOMO energy (alpha / beta) is -10.45 / -11.13 eV. Its net charge is 0. For the HOMO-LUMO gap (alpha / beta), the calculation gives 8.82 / 8.77 eV. As for the molecular weight: 130.1 g mol⁻¹. Its energy above the lowest of the compared OMol25 structures with the same formula, charge and spin is 38.9 kcal per mole.

```
10
Properties=species:S:1:pos:R:3:mulliken_charge:R:1
C 0.75698 -1.53218 -0.35149 -0.525
O -1.56395 2.04844 1.55509 -0.437
O -1.74911 0.60496 -0.47626 -0.438
O 0.90791 -0.74973 0.82537 -0.050
O 1.11430 0.54149 0.60549 -0.259
F -0.57705 2.79708 -0.60166 -0.229
S -1.04170 1.51549 0.35105 1.116
H -0.09695 -2.18952 -0.18877 0.251
H 1.65949 -2.13526 -0.49598 0.273
H 0.59007 -0.90076 -1.22282 0.299
```